(A)
19
Properties=species:S:1:pos:R:3:mulliken_charge:R:1 method="wB97M-V/def2-TZVPD" homo_ev=-10.409 total_charge=0 lumo_energy_ev=0.5 smiles="NC(=O)CCO.O.O" orbital_gap_ev=10.90 molar_mass_g_mol=125.12
C 0.4617 -1.1016 -0.9220 -0.631
C 1.8630 -1.2087 -0.3536 -0.428
O 2.2060 -2.5187 0.0279 -0.535
C -0.4572 0.0612 -0.5673 0.524
N -0.2400 1.1523 -1.4624 -0.496
O -1.4438 0.0841 0.1365 -0.657
H -0.1140 -2.0247 -0.5721 0.331
H 0.3577 -1.2693 -2.0318 0.357
H 2.7049 -0.8747 -0.9920 0.285
H 1.9509 -0.5188 0.4688 0.374
H 2.1126 -3.1136 -0.7212 0.307
H -0.8205 1.9801 -1.4651 0.349
H 0.7408 1.4016 -1.4561 0.207
H -2.2139 1.8320 0.0283 0.380
H -1.4162 2.8685 0.7178 0.323
O -2.2018 2.8214 0.1502 -0.710
H -0.7598 0.0941 3.6928 0.295
H -1.5776 -0.1868 2.4110 0.325
O -1.1527 0.5216 2.9102 -0.600

***

(B)
19
Properties=species:S:1:pos:R:3:mulliken_charge:R:1 method="wB97M-V/def2-TZVPD" homo_ev=-9.882 total_charge=0 lumo_energy_ev=0.6 smiles="CC(=O)NCO.O.O" orbital_gap_ev=10.44 molar_mass_g_mol=125.12
O -1.5822 -0.0091 -1.2473 -0.694
C -1.0085 0.2841 -0.2109 0.704
N 0.0800 1.1382 -0.2849 -0.158
C 1.0268 1.3841 0.7725 -0.521
O 1.4849 0.2264 1.4542 -0.490
C -1.4757 -0.1704 1.1305 -1.008
H 0.4131 1.2918 -1.2247 0.308
H 0.6322 2.0467 1.5457 0.256
H 1.8870 1.9015 0.3529 0.375
H 1.6503 -0.4431 0.7754 0.320
H -2.0918 0.5427 1.6784 0.317
H -0.6702 -0.3702 1.8256 0.229
H -1.9382 -1.1391 1.0189 0.324
H 0.2682 0.2407 -4.2080 0.325
H -0.4135 0.1053 -2.8545 0.360
O 0.4653 0.1756 -3.2625 -0.659
H 1.3817 -2.9122 1.6303 0.294
H 0.4121 -2.3100 2.6807 0.324
O 0.5491 -2.4399 1.7299 -0.605

***

The most stable of them is (B).

***

(A)
8
Properties=species:S:1:pos:R:3:mulliken_charge:R:1 method="wB97M-V/def2-TZVPD" homo_ev="-9.127 / -9.129" total_charge=0 lumo_energy_ev="-1.8 / -1.8" orbital_gap_ev="7.36 / 7.37" molar_mass_g_mol=299.85
C -0.3456 -0.0166 -0.0103 -0.828
C -1.6439 0.4695 -0.6233 -0.019
F -1.7076 0.4016 -2.0040 -0.168
I -3.2097 -1.7279 0.0504 -0.125
I -2.4812 2.2680 0.0964 0.187
H -0.3476 -0.6915 0.9377 0.297
H 0.2370 -0.7054 -0.7004 0.311
H 0.2331 0.9014 -0.0349 0.346

***

(B)
8
Properties=species:S:1:pos:R:3:mulliken_charge:R:1 method="wB97M-V/def2-TZVPD" homo_ev="-8.976 / -9.995" total_charge=0 lumo_energy_ev="-3.1 / -1.2" orbital_gap_ev="5.92 / 8.81" molar_mass_g_mol=299.85
C 0.5076 0.4394 -0.4058 0.123
C 0.0551 -0.5420 0.5736 -0.619
F 1.0955 1.4406 0.3629 -0.291
I -0.1528 -2.5983 0.0104 0.097
I -3.0306 0.6174 -0.1418 0.000
H -0.2982 0.8737 -0.9048 0.093
H 1.2675 0.1151 -1.1077 0.263
H 0.5558 -0.3459 1.6132 0.334

***

The most stable of them is (A).

***

(A)
24
Properties=species:S:1:pos:R:3:mulliken_charge:R:1 method="wB97M-V/def2-TZVPD" homo_ev=-9.055 total_charge=0 lumo_energy_ev=0.8 orbital_gap_ev=9.88 molar_mass_g_mol=142.20
C -3.2506 0.9289 1.5095 -1.114
C -2.6831 0.6224 0.1379 -0.120
C 1.3221 0.2694 -1.6388 -0.483
C 2.2754 0.2360 -0.4240 1.652
C 3.6871 0.4604 -0.5513 -1.657
C -1.5172 -0.9043 -1.5533 -1.195
C 1.8800 -0.3468 0.8543 -0.850
C -1.9353 -0.4404 -0.2220 0.032
O 1.3821 1.2519 -0.8903 -0.209
O 1.5954 -1.7626 0.8303 -0.530
H -2.7199 0.2023 2.1940 0.287
H -3.1605 1.9686 1.7690 0.313
H -3.1461 1.3729 -0.5205 0.288
H -4.3743 0.8032 1.5450 0.289
H 4.0583 1.2218 0.0562 0.405
H 4.0263 0.8232 -1.5410 0.379
H 4.3125 -0.4315 -0.2656 0.361
H -2.2748 -1.7292 -1.7743 0.303
H -1.5905 -0.0541 -2.2269 0.344
H -0.4907 -1.2852 -1.6988 0.313
H 0.9664 0.0562 1.3380 0.340
H 2.7887 -0.2718 1.6124 0.224
H -1.7798 -1.0773 0.6161 0.317
H 0.6286 -1.9139 0.8442 0.310

***

(B)
24
Properties=species:S:1:pos:R:3:mulliken_charge:R:1 method="wB97M-V/def2-TZVPD" homo_ev=-8.695 total_charge=0 lumo_energy_ev=0.8 smiles="C=C(CC=C(C)C)C(O)O" orbital_gap_ev=9.47 molar_mass_g_mol=142.20
C 0.1856 1.8326 1.7769 -0.539
C 0.0985 -0.6584 1.2493 -0.492
C 1.1397 -0.1613 -1.5848 -1.332
C -0.4458 -1.9711 -2.3680 -1.453
C -0.6163 0.6577 1.1097 1.025
C 0.1066 -1.1840 -1.2185 1.307
C -0.3160 -1.4200 0.0310 -1.086
C -1.8207 0.9061 0.6142 -1.021
O 1.3254 2.1514 1.0069 -0.519
O 0.6013 1.5721 3.0758 -0.530
H 1.0646 2.6025 0.1981 0.334
H 1.3947 1.0247 3.0234 0.376
H -0.4870 2.6987 1.8625 0.380
H -0.2313 -1.1529 2.1654 0.304
H 1.1812 -0.5009 1.2643 0.266
H -0.9851 -2.2510 0.2145 0.298
H 0.6470 0.7500 -1.9296 0.222
H 1.7957 0.0764 -0.7512 0.326
H 0.3358 -2.5789 -2.8266 0.349
H -1.2421 -2.6370 -2.0416 0.371
H -0.8421 -1.3109 -3.1392 0.319
H 1.7374 -0.5140 -2.4248 0.447
H -2.3415 0.1926 -0.0017 0.334
H -2.2856 1.8756 0.6942 0.314

***

The most stable of them is (B).

***

(A)
10
Properties=species:S:1:pos:R:3:mulliken_spin:R:1 method="wB97M-V/def2-TZVPD" multiplicity=3 homo_ev="-6.818 / -9.606" s2=2.04 total_charge=0 lumo_energy_ev="1.0 / -0.6" orbital_gap_ev="7.82 / 9.02" molar_mass_g_mol=84.08
C 0.5766 1.8528 1.2857 1.155
C 0.3520 -1.1205 -0.8838 -0.012
N -0.5155 1.2214 1.0526 0.002
N 0.7539 0.2141 -0.4407 0.532
N -0.2628 0.1806 0.3574 0.148
N -0.7703 -1.0708 0.0789 0.018
H 0.4422 2.9317 1.4066 0.097
H 0.0750 -1.1754 -1.9386 0.025
H 1.0649 -1.9095 -0.6323 0.027
H -1.7159 -1.1245 -0.2856 0.008

***

(B)
10
Properties=species:S:1:pos:R:3:mulliken_spin:R:1 method="wB97M-V/def2-TZVPD" multiplicity=3 homo_ev="-7.372 / -10.080" s2=2.01 total_charge=0 lumo_energy_ev="1.1 / -1.6" orbital_gap_ev="8.50 / 8.50" molar_mass_g_mol=84.08
C 0.1996 -0.9030 0.5665 0.016
C -0.8048 1.9348 -1.3910 -0.002
N 0.9002 1.0582 1.8218 0.946
N 0.1512 0.3410 1.1486 0.779
N 0.1885 -1.3783 -0.5888 0.150
N -0.5164 0.9385 -1.9457 0.008
H -0.0973 -1.6629 1.4319 0.054
H 0.4089 1.8353 2.3409 0.059
H 0.0020 -2.3985 -0.6902 -0.009
H -0.4319 0.2349 -2.6941 -0.001

***

The most stable of them is (B).

***

(A)
89
Properties=species:S:1:pos:R:3:mulliken_charge:R:1 method="wB97M-V/def2-TZVPD" homo_ev=-8.315 total_charge=0 lumo_energy_ev=-4.1 orbital_gap_ev=4.19 molar_mass_g_mol=710.70
C 13.5709 -6.9495 79.0165 -1.421
C 12.1525 -7.3854 78.5789 1.526
C 12.0889 -7.5684 77.0579 -1.181
C 10.9045 -8.4026 76.6630 -0.865
C 10.9041 -9.8132 77.4272 -1.862
C 10.8168 -9.6956 78.9529 1.438
N 11.7177 -8.5680 79.3817 0.854
O 11.8192 -8.4839 80.6324 -0.345
C 11.3042 -11.0945 79.5261 -2.250
C 9.2979 -9.5362 79.5853 -1.590
C 11.1695 -6.2530 78.9177 -1.769
H 13.8617 -5.9548 78.3587 0.304
H 14.4034 -7.7257 78.7182 0.367
H 13.6715 -6.7627 80.2042 0.329
H 12.9807 -8.2333 76.7100 0.246
H 11.9052 -6.6895 76.5474 0.688
H 10.7519 -8.6019 75.7246 0.974
H 9.9950 -7.8845 76.8987 0.090
H 11.6946 -10.2931 77.2755 0.898
H 10.0460 -10.3076 77.1670 0.544
H 12.1760 -11.1275 79.2629 0.927
H 10.7626 -11.8789 79.1056 0.470
H 11.2661 -11.3673 80.6638 0.263
H 9.2423 -9.6351 80.6831 0.392
H 8.6798 -10.1015 78.9477 0.427
H 8.8632 -8.5689 79.4968 0.430
H 11.4729 -5.2598 78.3567 0.362
H 10.9601 -6.1390 79.9308 0.466
H 10.1986 -6.1755 78.4589 0.270
N 7.0304 -6.1881 78.8065 0.900
O 6.5686 -5.4835 77.9318 -0.673
O 8.0028 -5.7813 79.4866 -0.688
O 6.5913 -7.3306 79.0412 -0.435
C 3.8597 -1.1708 79.5409 -0.362
C 4.1666 0.3131 79.2935 -0.617
C 5.4934 0.6130 78.5781 -0.377
C 6.6319 -0.4122 78.6061 0.037
C 6.1600 -1.9478 78.7844 -0.498
C 4.7051 -2.2186 79.1595 -0.033
N 7.9128 -0.0573 78.0736 0.863
O 8.2840 1.1251 77.9912 -0.590
O 8.4880 -0.9035 77.4265 -0.525
H 2.9372 -1.3154 79.7580 0.597
H 3.4249 1.0434 79.3258 0.426
H 5.5788 1.7448 78.3898 0.286
H 6.7253 -2.8031 78.4303 0.558
H 4.4793 -3.3393 79.1305 0.223
C 4.6200 -6.4831 83.5630 -0.435
C 3.3299 -6.1751 84.2072 -0.504
C 2.2337 -5.5989 83.3270 -0.830
C 2.5087 -5.4088 81.8368 -0.146
C 3.7757 -6.0499 81.2396 0.087
C 4.8005 -6.5863 82.1297 -0.560
N 1.6831 -4.4660 81.0785 0.931
O 2.0944 -4.2132 79.8737 -0.570
O 0.7609 -3.8747 81.6707 -0.567
H 5.4499 -6.7712 84.1937 0.357
H 3.3646 -6.2743 85.2300 0.447
H 1.5752 -5.0916 83.7715 0.572
H 3.6752 -6.0141 80.1829 0.683
H 5.7662 -6.8670 81.8435 0.513
C 7.6451 -7.8696 73.9037 -0.255
C 6.7964 -7.9126 75.2701 -0.543
C 6.8705 -9.2262 76.1556 0.053
C 7.5515 -10.4492 75.6081 -0.177
C 8.4241 -10.1977 74.3024 -0.308
C 8.5061 -8.8265 73.5815 -0.586
N 7.6229 -11.6864 76.3000 1.016
O 7.0674 -11.7848 77.4083 -0.561
O 8.2168 -12.6874 75.8228 -0.606
H 7.4776 -7.0750 73.0037 0.209
H 6.2111 -6.9246 75.4877 0.287
H 6.4098 -9.4185 77.1002 0.531
H 9.0687 -11.0290 73.8854 0.355
H 8.9173 -8.7077 72.6287 0.531
C 3.7221 -9.2195 78.5363 -0.789
C 2.5287 -8.5944 77.8365 -0.963
C 1.3076 -9.5301 77.5474 -0.531
C 1.2455 -10.9887 78.0874 0.030
C 2.4666 -11.5265 78.6122 -0.400
C 3.6433 -10.5573 78.8772 -0.165
N -0.0237 -11.8102 77.9585 0.924
O -0.9008 -11.3138 77.1653 -0.569
O -0.0619 -12.7798 78.5991 -0.538
H 4.3933 -8.5163 78.7247 1.182
H 2.5468 -7.7284 77.4468 0.837
H 0.4289 -9.1710 77.0843 0.425
H 2.5415 -12.5634 78.8045 0.464
H 4.4332 -11.2513 79.6467 0.095

***

(B)
89
Properties=species:S:1:pos:R:3:mulliken_charge:R:1 method="wB97M-V/def2-TZVPD" homo_ev=-8.612 total_charge=0 lumo_energy_ev=-3.9 orbital_gap_ev=4.68 molar_mass_g_mol=710.70
C 1.3263 0.4336 4.0907 -1.827
C -0.0406 -0.1800 4.5278 1.119
C -1.1972 0.6561 4.0103 -1.539
C -2.4842 -0.0669 4.0360 -0.819
C -2.3720 -1.0467 2.9424 -0.999
C -1.3475 -2.1501 3.3669 1.713
N -0.0645 -1.4906 3.7835 1.133
O 0.8933 -2.2172 3.6672 -0.399
C -1.1132 -2.9982 2.1562 -2.261
C -1.8054 -3.1345 4.4284 -1.808
C -0.0299 -0.3815 6.0949 -1.858
H 1.4526 1.5239 4.4376 0.446
H 1.4455 0.5268 2.9864 0.163
H 2.0370 -0.1246 4.5217 0.678
H -0.9354 1.2227 3.2549 0.831
H -1.2737 1.5663 4.5940 0.537
H -3.2085 0.7377 3.6813 0.376
H -2.8781 -0.3538 5.0233 0.411
H -2.0608 -0.4036 2.0823 -0.072
H -3.2489 -1.3656 2.5019 0.969
H -0.6511 -2.3963 1.4320 0.479
H -1.9080 -3.5076 1.7025 0.565
H -0.4684 -3.8093 2.4198 0.505
H -1.9522 -2.7714 5.3436 0.462
H -1.1453 -4.0959 4.5045 0.355
H -2.7201 -3.5976 4.2383 0.500
H -0.9414 -0.7509 6.2422 0.486
H -0.1119 0.6039 6.5870 0.419
H 0.8734 -0.6772 6.4548 0.480
N 0.6452 0.4554 -0.0271 0.609
O 0.5126 1.7666 -0.3022 -0.522
O 1.7482 0.0627 0.1686 -0.628
O -0.3049 -0.1595 0.4176 -0.458
C -0.9983 -1.5250 -4.8951 -0.589
C -0.5620 -1.5613 -3.4426 -0.461
C -1.5179 -2.2213 -2.4723 -0.447
C -2.9643 -2.6462 -2.9971 0.190
C -3.1986 -2.6469 -4.5090 -0.381
C -2.1682 -2.0711 -5.3926 -0.279
N -3.8867 -3.1850 -2.0631 1.081
O -3.7004 -3.1575 -0.9353 -0.591
O -5.0056 -3.2587 -2.6127 -0.611
H -0.3570 -1.0285 -5.4855 0.575
H 0.3876 -1.0900 -3.0987 0.512
H -1.3120 -2.2941 -1.4099 0.429
H -4.1322 -3.1796 -4.8373 0.414
H -2.1142 -1.9750 -6.6111 0.159
C -2.9394 0.7668 -1.7223 0.002
C -2.4040 1.0917 -3.1292 -0.864
C -3.3820 0.6491 -4.2558 -0.137
C -4.7862 0.4393 -3.9747 -0.028
C -5.2644 0.1430 -2.4094 -0.373
C -4.1883 0.1436 -1.4006 -0.135
N -5.7755 0.4346 -5.0373 0.946
O -6.9980 0.6410 -4.7062 -0.597
O -5.4610 0.1415 -6.1428 -0.571
H -2.1568 1.0482 -0.8650 0.105
H -1.3625 1.3116 -3.2827 0.598
H -2.8051 0.5302 -5.2072 0.512
H -6.2138 -0.6021 -2.1323 0.243
H -4.3927 -0.0786 -0.3096 0.267
C 3.6503 3.7859 2.9671 -0.235
C 2.6538 3.2377 1.9017 -0.066
C 2.0845 4.3452 0.9695 -0.259
C 2.4114 5.8661 1.2436 0.014
C 3.4502 6.1974 2.2894 -0.464
C 4.0314 5.1185 3.2063 -0.559
N 1.7568 6.9619 0.5073 0.971
O 2.1849 8.0687 0.7085 -0.595
O 0.8181 6.6427 -0.2144 -0.575
H 4.2698 2.9443 3.6527 0.158
H 2.2323 2.2358 1.5183 0.157
H 1.3528 4.0947 0.1673 0.467
H 3.8093 7.1543 2.2093 0.519
H 4.8473 5.4013 3.7444 0.443
C 4.4057 -0.1789 -1.7095 -0.262
C 3.7402 -0.2450 -3.0196 -0.389
C 4.2545 -1.3271 -4.0532 -0.311
C 5.6525 -1.9753 -3.8400 0.249
C 6.3709 -1.7568 -2.5768 -0.501
C 5.6336 -0.8371 -1.6248 -0.391
N 6.2087 -2.7343 -4.9107 0.855
O 7.2944 -3.3888 -4.6586 -0.563
O 5.7191 -2.8940 -6.0258 -0.563
H 4.1227 0.5150 -0.9005 0.376
H 2.7618 0.2635 -3.3470 0.376
H 3.8384 -1.6469 -5.1335 0.274
H 7.3324 -2.1194 -2.2829 0.452
H 6.1007 -0.4255 -0.8200 0.410

***

The most stable of them is (B).